Entry 1:
Formula: C22H79INO19
Source: the OMol25 dataset
Level of theory: ωB97M-V/def2-TZVPD

Output
Calculated total energy   -72575.027 eV
Net charge   -1
HOMO-LUMO gap   0.1573 hartree

Each line ends with the Löwdin charge.
CARTESIAN COORDINATES (ANGSTROEM)
C 2.2814 -8.1552 -3.0356  0.046
C 2.1811 -6.9577 -2.9699  -0.164
C 2.1904 -5.4648 -2.8238  -0.571
N 3.3793 -4.9982 -2.1196  -0.658
I 2.9896 -4.9207 -0.0909  0.451
H 2.6874 -9.1311 -3.1101  -0.005
H 1.2765 -5.1708 -2.2950  0.025
H 2.2418 -5.0018 -3.8137  0.073
C 1.6969 -1.0218 -0.0726  -0.109
O 1.7543 -1.0933 -1.5007  -0.100
H 1.4823 0.0084 0.2200  0.030
H 0.9063 -1.6771 0.2937  0.078
H 2.6570 -1.3267 0.3498  0.088
H 1.9487 -2.0147 -1.7235  0.123
C -2.1162 -1.4248 0.7174  -0.154
O -1.1972 -2.5054 0.8372  -0.138
H -1.9482 -0.9425 -0.2443  0.069
H -3.1465 -1.7930 0.7598  0.080
H -1.9512 -0.7022 1.5187  0.054
H -1.3573 -2.9194 1.6896  0.083
C 4.5220 -0.4524 2.8718  -0.160
O 4.3009 -1.8563 2.8911  -0.136
H 3.5523 0.0389 2.8379  0.073
H 5.0551 -0.1296 3.7718  0.072
H 5.0978 -0.1662 1.9879  0.078
H 5.1601 -2.2865 2.9152  0.082
C -3.2783 0.3458 4.3654  -0.141
O -1.9954 0.0122 3.8327  -0.140
H -3.9539 0.5273 3.5329  0.080
H -3.6666 -0.4763 4.9711  0.080
H -3.2082 1.2492 4.9750  0.064
H -1.4053 -0.1461 4.5742  0.076
C 2.0806 1.2978 -0.9665  -0.161
O 1.0793 0.8282 -1.8664  -0.144
H 2.1925 2.3728 -1.0944  0.088
H 1.7936 1.0855 0.0658  0.048
H 3.0297 0.8055 -1.1906  0.100
H 1.0091 -0.1282 -1.7341  -0.072
C -3.7818 4.2241 6.4263  -0.155
O -4.8815 3.3469 6.1501  -0.134
H -2.9177 3.6144 6.6805  0.083
H -3.5525 4.8235 5.5486  0.052
H -4.0246 4.8758 7.2647  0.060
H -5.6338 3.8997 5.9237  0.070
C 4.8316 -5.4224 -5.4028  -0.147
O 4.1405 -6.1619 -6.4122  -0.132
H 4.7125 -5.9376 -4.4526  0.066
H 5.8976 -5.3562 -5.6460  0.074
H 4.4077 -4.4191 -5.3160  0.039
H 4.2498 -5.6896 -7.2411  0.061
C -1.8902 -3.8875 -2.1799  -0.125
O -1.1085 -3.9407 -3.3746  -0.136
H -1.5251 -4.6586 -1.5080  0.086
H -1.7699 -2.9154 -1.7015  0.058
H -2.9477 -4.0698 -2.3968  0.079
H -1.4232 -3.2441 -3.9594  0.062
C -2.2421 -6.6508 -5.6151  -0.142
O -1.8385 -5.3687 -6.0794  -0.136
H -2.5351 -7.2439 -6.4788  0.074
H -1.4182 -7.1493 -5.0998  0.083
H -3.0943 -6.5621 -4.9354  0.074
H -1.5788 -4.8320 -5.3215  0.037
C 2.8778 2.4764 -4.4229  -0.148
O 3.7461 1.3525 -4.4212  -0.129
H 3.0767 3.0728 -5.3103  0.078
H 1.8392 2.1410 -4.4451  0.060
H 3.0512 3.0881 -3.5323  0.072
H 3.5429 0.8385 -3.6339  0.057
C 0.3608 -2.8313 -6.9113  -0.153
O -0.4198 -3.2876 -8.0163  -0.131
H 0.8187 -1.8826 -7.1685  0.066
H -0.2793 -2.6925 -6.0300  0.065
H 1.1401 -3.5538 -6.6875  0.073
H -0.7937 -4.1256 -7.7231  0.041
C -2.2491 7.7441 7.8916  -0.140
O -2.8982 7.0154 6.8551  -0.138
H -2.4339 7.2404 8.8373  0.080
H -1.1719 7.7753 7.7072  0.062
H -2.6467 8.7609 7.9424  0.080
H -2.7227 7.4758 6.0282  0.076
C -3.5360 4.5665 2.1769  -0.148
O -2.8471 4.0251 3.2988  -0.136
H -4.0605 5.4614 2.5048  0.075
H -2.8338 4.8359 1.3838  0.076
H -4.2632 3.8493 1.7876  0.077
H -2.3877 3.2342 3.0000  0.074
C -6.2280 3.2288 9.8703  -0.166
O -6.8658 2.4920 8.8369  -0.125
H -6.4145 2.7170 10.8115  0.074
H -5.1489 3.2782 9.6989  0.073
H -6.6324 4.2437 9.9313  0.074
H -6.6911 2.9519 8.0103  0.049
C 0.9966 8.8433 5.3967  -0.157
O -0.0046 8.2465 4.5764  -0.129
H 1.0879 9.8919 5.1263  0.078
H 0.7177 8.7702 6.4515  0.061
H 1.9567 8.3470 5.2361  0.078
H -0.0674 7.3209 4.8299  0.072
C 3.7767 -1.9752 -5.4147  -0.138
O 3.2166 -2.4221 -6.6504  -0.145
H 3.4745 -2.6785 -4.6413  0.066
H 4.8682 -1.9593 -5.4733  0.083
H 3.4139 -0.9797 -5.1498  0.060
H 3.4888 -1.8086 -7.3382  0.079
C 3.6168 -2.9973 6.5864  -0.176
O 2.9343 -3.7243 5.5788  -0.122
H 3.4788 -3.5200 7.5307  0.073
H 4.6871 -2.9388 6.3659  0.072
H 3.2116 -1.9844 6.6784  0.072
H 3.0632 -3.2518 4.7479  0.057
C -2.0736 2.5732 -2.7353  -0.162
O -0.7972 2.2891 -3.2819  -0.149
H -2.7313 2.8803 -3.5467  0.071
H -2.4955 1.6848 -2.2544  0.070
H -2.0127 3.3853 -2.0031  0.068
H -0.2172 2.0141 -2.5538  0.034
C -0.6833 2.1301 -6.4517  -0.167
O -0.3448 1.8272 -7.8055  -0.133
H -0.4223 3.1671 -6.2572  0.078
H -1.7567 1.9957 -6.2911  0.074
H -0.1311 1.4897 -5.7639  0.060
H -0.5789 0.9087 -7.9641  0.066

---

Entry 2:
Formula: C22H9Cl72N4O
Source: the OMol25 dataset
Level of theory: ωB97M-V/def2-TZVPD

Output
Calculated total energy   -932567.663 eV
Net charge   +1
HOMO-LUMO gap   0.3454 hartree

Each line ends with the Löwdin charge.
CARTESIAN COORDINATES (ANGSTROEM)
C -0.4474 -1.8970 0.8845  -0.037
C -0.5187 -0.4245 0.9096  -0.210
O 0.6802 0.1119 0.2937  0.039
N 0.5572 1.4344 0.2867  -0.058
N 0.7847 2.2405 1.3236  0.193
C 0.5119 3.4239 0.8987  -0.167
N 0.1436 3.4383 -0.3371  0.227
C 0.1897 2.1921 -0.7210  -0.367
N -0.0740 1.6076 -1.9163  0.179
H -1.4129 -2.3398 0.9045  0.054
H 0.1715 -2.2123 1.6785  0.079
H 0.0199 -2.1859 -0.0374  0.090
H -0.6203 -0.1070 1.9317  0.125
H -1.4003 -0.0987 0.3924  0.090
H 1.1116 1.9376 2.2367  0.095
H 0.6113 4.2761 1.5125  0.114
H 0.5646 1.7507 -2.6609  0.108
H -0.8526 0.9904 -2.0168  -0.005
C -5.4297 -2.5558 1.5371  -2.030
Cl -4.2230 -1.4203 0.9136  0.491
Cl -6.3076 -1.7935 2.8520  0.492
Cl -6.5470 -2.9783 0.2402  0.545
Cl -4.6210 -4.0098 2.1223  0.550
C -2.7731 5.5127 2.5098  -2.042
Cl -1.4653 6.3555 1.6684  0.548
Cl -2.4409 3.7695 2.5104  0.501
Cl -2.8720 6.0835 4.1682  0.561
Cl -4.2921 5.8207 1.6859  0.530
C -5.1545 1.9745 -1.0776  -2.005
Cl -5.7255 2.8749 -2.4733  0.545
Cl -5.6659 2.7725 0.4078  0.475
Cl -5.8055 0.3470 -1.1044  0.521
Cl -3.3787 1.9077 -1.1166  0.500
C 5.1688 -4.2751 2.3979  -2.071
Cl 4.8342 -3.5808 3.9858  0.512
Cl 3.9020 -3.8005 1.2831  0.495
Cl 6.7065 -3.6899 1.8045  0.531
Cl 5.2067 -6.0336 2.5236  0.534
C 8.5442 -2.1953 5.6759  -2.009
Cl 7.6653 -0.8076 4.9802  0.450
Cl 8.1395 -2.3026 7.3879  0.548
Cl 8.1412 -3.7163 4.8884  0.476
Cl 10.2753 -1.9131 5.4971  0.513
C -2.1552 1.3996 -5.2566  -2.028
Cl -0.8146 0.7676 -6.2099  0.528
Cl -3.6299 1.3688 -6.2093  0.537
Cl -2.3746 0.3888 -3.8167  0.526
Cl -1.7992 3.0534 -4.7662  0.516
C 2.6128 -6.5456 -2.0003  -2.048
Cl 1.7181 -5.0343 -2.2513  0.502
Cl 3.6460 -6.8559 -3.3844  0.515
Cl 3.6010 -6.3995 -0.5434  0.485
Cl 1.4690 -7.8727 -1.8089  0.539
C -0.4977 5.8536 -7.9451  -2.054
Cl -1.3773 4.3386 -7.7318  0.498
Cl -0.8791 6.5443 -9.5206  0.542
Cl -0.9768 6.9854 -6.6751  0.506
Cl 1.2365 5.5407 -7.8447  0.509
C 2.6016 9.3259 -6.4482  -2.057
Cl 3.7991 10.5047 -6.9754  0.539
Cl 1.6780 9.9879 -5.0972  0.522
Cl 1.5074 8.9583 -7.7788  0.500
Cl 3.4209 7.8487 -5.9300  0.509
C 10.4543 0.9775 2.0789  -2.059
Cl 9.6505 2.5467 1.9853  0.520
Cl 11.4478 0.7373 0.6443  0.540
Cl 11.4705 0.9242 3.5164  0.527
Cl 9.2325 -0.2955 2.1732  0.485
C -10.0630 0.4121 1.8814  -2.037
Cl -8.7333 1.1823 1.0143  0.504
Cl -9.8428 -1.3392 1.8575  0.500
Cl -10.0707 0.9625 3.5566  0.510
Cl -11.5905 0.8263 1.1073  0.552
C 4.2564 1.8553 4.7593  -2.019
Cl 5.6703 1.4708 3.7696  0.524
Cl 2.7028 1.4715 3.9324  0.515
Cl 4.3522 0.9769 6.2736  0.567
Cl 4.2427 3.5865 5.0673  0.546
C -2.4454 -2.0609 -8.4654  -2.061
Cl -2.7552 -0.4001 -8.9720  0.502
Cl -3.0078 -2.2827 -6.8035  0.505
Cl -3.3005 -3.1730 -9.5276  0.546
Cl -0.7118 -2.3831 -8.5427  0.524
C 5.7395 -10.2091 -4.2967  -2.067
Cl 6.6435 -9.1875 -5.4151  0.525
Cl 6.6094 -11.7189 -4.0413  0.536
Cl 5.5505 -9.3647 -2.7591  0.490
Cl 4.1450 -10.5525 -4.9715  0.522
C -6.2135 1.5251 5.0679  -2.031
Cl -4.8255 0.9227 5.9807  0.532
Cl -7.5188 0.3427 5.1288  0.468
Cl -6.7658 3.0455 5.7670  0.551
Cl -5.7356 1.7949 3.3875  0.464
C -7.2001 6.5127 -2.6657  -2.064
Cl -7.4083 8.2604 -2.6438  0.546
Cl -6.1850 6.0564 -4.0377  0.516
Cl -6.4241 5.9907 -1.1665  0.475
Cl -8.7711 5.7294 -2.8106  0.539
C 11.1092 -6.8395 4.9762  -2.054
Cl 12.5662 -7.1345 4.0284  0.534
Cl 9.7254 -7.5986 4.1792  0.518
Cl 11.3057 -7.5238 6.5884  0.535
Cl 10.8223 -5.1043 5.1028  0.475
C -8.5643 -3.5194 6.1335  -2.055
Cl -9.1949 -2.6686 4.7190  0.466
Cl -9.0679 -2.6745 7.5957  0.538
Cl -9.1887 -5.1657 6.1553  0.546
Cl -6.8004 -3.5569 6.0534  0.511

---

Entry 3:
Formula: C23H10F15GeIrO2S2Se2
Source: the OMol25 dataset
Level of theory: ωB97M-V/def2-TZVPD

Output
Calculated total energy   -280588.244 eV
Net charge   -2
HOMO-LUMO gap (alpha / beta)   0.1639 / 0.1901 hartree
⟨S²⟩   6.02
2S+1   5

Each line ends with the natural charge from an NBO analysis.
CARTESIAN COORDINATES (ANGSTROEM)
Ir -2.0467 -0.7807 0.9254  0.495
O -1.8962 4.7826 0.8636  -0.724
C -2.5492 4.4314 2.0824  -0.044
C -2.6481 2.9048 2.2361  -0.154
C -3.5763 2.7287 3.4547  -0.047
O -3.4870 1.5109 4.1423  -0.753
C -3.2773 2.3521 0.9430  -0.570
Se -4.2143 0.6242 1.0480  -0.344
C -1.2133 2.4119 2.4901  -0.555
Se -0.7662 0.4859 2.6086  -0.266
H -1.8009 5.7373 0.8406  0.456
H -3.5650 4.8532 2.0972  0.149
H -1.9928 4.8396 2.9374  0.150
H -4.6066 2.9125 3.1109  0.155
H -3.3314 3.5005 4.1967  0.149
H -3.6211 0.8045 3.4847  0.503
H -2.5174 2.2833 0.1650  0.228
H -4.0297 3.0638 0.5917  0.196
H -0.8729 2.8273 3.4437  0.194
H -0.5847 2.8296 1.7037  0.216
F 1.5431 -1.9995 1.5983  -0.304
C 0.9141 -2.9967 0.9642  0.370
C 0.4251 -2.8273 -0.3179  -0.538
C -0.2277 -3.9120 -0.8748  0.422
F -0.7302 -3.8216 -2.1172  -0.314
C -0.3838 -5.1133 -0.2145  0.246
F -1.0154 -6.1456 -0.7918  -0.304
C 0.1217 -5.2466 1.0639  0.294
F -0.0202 -6.4022 1.7236  -0.302
C 0.7742 -4.1852 1.6579  0.261
F 1.2642 -4.3193 2.8978  -0.301
Ge 0.3398 -1.1096 -1.2959  1.319
S -1.6730 -0.4567 -1.5317  -0.674
C 1.3070 -1.3961 -3.0515  -0.525
C 1.3880 -0.3136 -3.9125  0.403
F 0.8613 0.8645 -3.5556  -0.304
C 2.0190 -0.3664 -5.1424  0.230
F 2.0770 0.7071 -5.9436  -0.303
C 2.6080 -1.5495 -5.5455  0.273
F 3.2263 -1.6259 -6.7307  -0.302
C 2.5641 -2.6497 -4.7123  0.229
F 3.1486 -3.7929 -5.1015  -0.304
C 1.9270 -2.5543 -3.4857  0.409
F 1.9578 -3.6554 -2.7233  -0.314
C 1.6532 0.1487 -0.4956  -0.457
C 2.9335 -0.2952 -0.2222  0.343
F 3.2864 -1.5546 -0.5463  -0.315
C 3.8970 0.4928 0.3753  0.239
F 5.1286 0.0215 0.6279  -0.306
C 3.5795 1.7976 0.7029  0.285
F 4.4971 2.5858 1.2765  -0.303
C 2.3206 2.2895 0.4210  0.251
F 2.0301 3.5594 0.7258  -0.297
C 1.3781 1.4680 -0.1767  0.376
F 0.2016 2.0150 -0.4549  -0.285
S -2.7247 -2.7641 1.5435  -0.627